This record from the OMol25 dataset describes one molecule with the formula C9H16N2O6 in a non-equilibrium geometry. The level of theory is ωB97M-V/def2-TZVPD.

Results
Strongest force on any atom in eV/Å: 6.57
Relative energy (zero: lowest compared OMol25 entry of this formula, charge and spin) in eV: 4.553
E_HOMO in eV: -9.245
SMILES: C[C@@H](O)[C@H](NC(=O)[C@@H](N)CCC(=O)O)C(=O)O
Frontier orbital gap in eV: 9.58

Geometry as ORCA input:
```
! wB97M-V def2-TZVPD RIJCOSX def2/J DEFGRID3
* xyz 0 1
C -0.9645 -2.8767 0.8696
C 0.1665 -2.0809 0.1991
O 1.2908 -2.9074 -0.1907
C -0.0703 -1.3400 -1.0896
N -1.0198 -0.2637 -1.0166
C -0.6190 0.9848 -0.7309
O -1.2069 2.0290 -0.9366
C 0.8582 1.3944 -0.4493
N 1.3071 2.1570 -1.5751
C 0.8698 2.3048 0.7256
C 0.3077 1.5961 2.0874
C -0.5586 2.2736 2.9695
O -0.8239 2.1268 4.1105
O -1.2410 3.2136 2.2167
C -0.1646 -2.1743 -2.3187
O 0.8203 -2.3143 -3.0645
O -1.2954 -2.6248 -2.7972
H -1.5452 -2.1940 1.4596
H -1.3654 -3.3922 -0.0744
H -0.5958 -3.6199 1.6108
H 0.6055 -1.1892 0.7153
H 1.5868 -3.3891 0.6204
H 0.8358 -0.8958 -1.4484
H -1.8793 -0.2680 -1.5486
H 1.3835 0.4488 -0.2727
H 2.2109 2.8250 -1.5411
H 0.6146 2.7674 -2.0993
H 1.9669 2.5974 0.8923
H 0.0708 3.1608 0.5976
H 1.2293 1.2432 2.5122
H -0.1849 0.5777 1.7435
H -1.6085 2.7076 1.5587
H -0.9816 -2.8775 -3.7351
*
```

Charges obtained by Löwdin population analysis, quoted in units of e: 0.00, -0.37, -0.03, -0.24, 0.18, -0.43, 0.05, -0.39, 0.02, -0.13, -0.08, -0.54, 0.16, 0.08, -0.48, 0.09, 0.12, 0.07, 0.12, 0.09, 0.13, 0.12, 0.14, 0.17, 0.12, 0.15, 0.11, 0.14, 0.14, 0.12, 0.15, 0.04, 0.18


This record from the OMol25 dataset describes C49H37BrClEuF4N4O7PSi as an isolated structure in a non-equilibrium geometry. The level of theory is ωB97M-V/def2-TZVPD.

Results
Strongest force on any atom in eV/Å: 4.89
Relative energy (zero: lowest compared OMol25 entry of this formula, charge and spin) in eV: 0.558
E_HOMO (alpha / beta) in eV: -10.284 / -10.285
Frontier orbital gap (alpha / beta) in eV: 4.36 / 7.11
⟨S²⟩: 12.0162

Geometry as ORCA input:
```
! wB97M-V def2-TZVPD RIJCOSX def2/J DEFGRID3
* xyz 1 7
Eu -16.9965 7.3597 12.0008
C -16.6826 10.4178 14.6725
O -17.8400 9.9163 15.4253
C -18.4470 8.8296 14.8629
O -17.9850 8.1221 13.9342
N -19.6667 8.6789 15.3927
N -20.5290 7.6599 14.9100
H -15.9103 9.6475 14.4930
H -16.2223 11.2279 15.2648
H -17.0493 10.7597 13.7454
H -19.8712 9.2865 16.2021
H -20.0799 7.3822 14.0065
H -21.4275 8.1575 14.6899
O -14.1076 7.7383 7.0484
C -13.0239 7.7655 7.7989
O -11.8950 7.8810 7.3614
C -13.2624 7.5823 9.2624
C -12.4699 6.9295 10.2144
Cl -10.9040 6.3560 9.9540
N -13.1304 6.8387 11.4131
N -14.3765 7.4620 11.2881
C -14.4560 7.9380 10.1019
C -15.7179 8.7724 9.6782
O -15.7540 9.2444 8.4879
O -16.6267 8.9855 10.5411
C -12.7320 6.2597 12.6553
C -11.8507 5.1718 12.7799
C -11.5078 4.5748 13.9980
C -12.0837 5.0913 15.1382
C -12.8787 6.2336 15.1088
C -13.2569 6.8248 13.8631
H -14.8858 8.1651 7.4630
H -11.3623 4.9406 11.8599
H -10.9195 3.7125 14.0551
H -11.9046 4.6491 16.1287
H -13.1535 6.7309 16.0561
H -13.9145 7.6936 13.8282
F -13.1507 1.4253 14.5392
C -14.1567 1.5221 13.6294
C -14.2829 0.6114 12.5712
F -13.4259 -0.4209 12.5359
C -15.2732 0.7891 11.6239
F -15.3580 -0.1882 10.6153
C -16.1770 1.8617 11.6753
P -17.2766 2.3813 10.4175
C -18.0316 0.8161 9.8843
C -17.7267 0.0602 8.6947
C -18.6087 -0.9262 8.2773
C -19.7017 -1.2912 9.0863
C -19.8696 -0.6811 10.2882
C -18.9549 0.2873 10.7359
C -16.2299 3.0873 9.1318
C -16.4979 2.9530 7.7706
C -15.4774 3.1528 6.8657
C -14.2575 3.7381 7.2547
C -14.0579 4.0519 8.5772
C -15.0290 3.7195 9.5521
C -16.0367 2.7887 12.7869
Br -16.9623 4.4302 12.9460
C -14.9950 2.5783 13.6751
F -14.8430 3.6222 14.6050
H -16.8504 0.3438 8.1087
H -18.4948 -1.3695 7.2833
H -20.4421 -2.0044 8.7745
H -20.6514 -1.0203 11.0026
H -19.0045 0.7161 11.7107
H -17.4678 2.7304 7.4383
H -15.6135 3.0068 5.7772
H -13.4504 3.8675 6.5319
H -13.1973 4.6093 8.8010
H -14.8853 4.0081 10.5838
O -18.8859 6.6160 11.0255
Si -20.1312 7.0129 10.1337
C -21.3280 5.5660 10.1428
C -20.9208 4.2646 10.4187
C -21.7465 3.1640 10.4649
C -23.1243 3.3681 10.1911
C -23.5596 4.6359 9.8578
C -22.6953 5.7214 9.8229
C -20.9083 8.6681 10.5651
C -22.1330 8.8801 11.1819
C -22.6117 10.1631 11.4753
C -21.8297 11.2558 11.1596
C -20.5650 11.1073 10.5766
C -20.1114 9.8119 10.3078
C -19.6315 7.3917 8.3094
C -20.6878 7.7575 7.4482
C -20.4880 7.9228 6.0934
C -19.2644 7.7903 5.4927
C -18.1759 7.5186 6.3314
C -18.3816 7.2543 7.6982
H -19.8937 4.0785 10.6378
H -21.3352 2.2057 10.7313
H -23.8233 2.5012 10.1064
H -24.6449 4.8047 9.6116
H -23.1059 6.7068 9.5972
H -22.8036 8.0780 11.3837
H -23.5904 10.2694 11.9313
H -22.3062 12.2126 11.3292
H -19.9057 11.9325 10.2729
H -19.1030 9.8224 9.9184
H -21.6982 7.8538 7.8557
H -21.3766 8.2805 5.5286
H -19.1131 7.8743 4.4223
H -17.1544 7.3872 6.0017
H -17.5275 6.8343 8.2564
*
```

Löwdin atomic charge list, values in e, 99 entries: 1.92, 0.00, -0.02, -0.49, -0.16, 0.04, 0.08, 0.08, 0.12, 0.08, 0.19, 0.09, 0.12, 0.12, -0.50, 0.11, -0.02, -0.59, 0.88, -0.04, 0.03, -0.14, -0.52, 0.04, -0.19, -0.18, -0.03, -0.05, -0.09, -0.07, -0.02, 0.07, 0.05, 0.10, 0.12, 0.12, 0.08, 0.12, -0.11, -0.11, 0.14, -0.12, 0.08, -0.33, 1.05, -0.37, -0.07, -0.06, -0.09, -0.09, -0.13, -0.35, -0.10, -0.06, -0.07, -0.08, -0.08, -0.54, 0.82, -0.21, 0.00, 0.10, 0.11, 0.11, 0.12, 0.09, 0.10, 0.12, 0.12, 0.07, 0.07, -0.50, 0.44, -0.21, -0.12, -0.07, -0.08, -0.10, -0.10, -0.23, -0.11, -0.09, -0.09, -0.07, -0.10, -0.21, -0.10, -0.10, -0.08, -0.07, -0.10, 0.05, 0.08, 0.12, 0.12, 0.09, 0.08, 0.11, 0.10


This record from the OMol25 dataset describes a 2-piece molecular cluster, C4H10O2 overall. The level of theory is ωB97M-V/def2-TZVPD.

Results
Strongest force on any atom in eV/Å: 0.74
Relative energy (zero: lowest compared OMol25 entry of this formula, charge and spin) in eV: 0.763
E_HOMO in eV: -10.020
SMILES: CCCC=O.O
Frontier orbital gap in eV: 11.03

Geometry as ORCA input:
```
! wB97M-V def2-TZVPD RIJCOSX def2/J DEFGRID3
* xyz 0 1
C 2.1460 0.9348 -0.2724
C 1.6057 -0.4775 -0.4541
C 0.1036 -0.4481 -0.7706
C -0.6494 -1.4572 0.0461
O -1.6376 -1.1774 0.6785
H 3.2300 0.9708 -0.1792
H 1.8582 1.5307 -1.1342
H 1.7257 1.3900 0.6248
H 2.1694 -0.9929 -1.2260
H 1.7388 -1.0535 0.4629
H -0.3179 0.4990 -0.4265
H -0.1131 -0.4986 -1.8394
H -0.2556 -2.4966 0.0849
O -1.6395 1.9519 0.5615
H -1.9936 1.0693 0.7513
H -2.0366 2.4886 1.2570
*
```

Charges obtained by Löwdin population analysis, quoted in units of e: -0.11, -0.26, -0.17, -0.26, 0.04, 0.07, 0.08, 0.08, 0.10, 0.10, 0.08, 0.13, 0.13, -0.07, 0.02, 0.04


This record from the OMol25 dataset describes one molecule with the formula C5H8ClN3O2 in a non-equilibrium geometry. The level of theory is ωB97M-V/def2-TZVPD.

Results
Strongest force on any atom in eV/Å: 6.10
Relative energy (zero: lowest compared OMol25 entry of this formula, charge and spin) in eV: 3.824
E_HOMO (alpha / beta) in eV: -8.460 / -8.461
Frontier orbital gap (alpha / beta) in eV: 8.00 / 8.00

Geometry as ORCA input:
```
! wB97M-V def2-TZVPD RIJCOSX def2/J DEFGRID3
* xyz 0 1
C -0.2082 -0.4655 0.8041
C 0.2221 1.3170 -1.1346
C -1.2136 -0.2002 -0.2753
C -0.4396 -1.2887 2.0095
C 2.4258 0.0587 -1.2435
N 0.9714 -0.0452 0.6018
N 1.2494 0.5210 -0.6182
N -2.2322 0.7028 0.0594
O -3.3899 0.3751 -0.0944
O -1.8643 1.7861 0.6679
Cl -1.8422 -1.6256 -1.1248
H 0.2647 1.5334 -2.1222
H -0.4721 1.8963 -0.3825
H 0.4401 -1.7474 2.3756
H -1.3881 -1.9316 1.9122
H -0.7352 -0.4876 2.7726
H 2.2018 -0.7208 -1.9805
H 2.9733 0.8023 -1.6461
H 3.0368 -0.4801 -0.5810
*
```

Charges obtained by Löwdin population analysis, quoted in units of e: -0.36, 0.17, -0.60, -0.02, -0.03, 0.13, -0.22, -0.42, 0.02, -0.05, 0.67, 0.07, 0.11, 0.06, 0.11, 0.12, 0.11, 0.06, 0.08